Computed, not measured: a molecular structure, C17H24AlF15O18S5, with ωB97M-V with the def2-TZVPD basis set.

Properties
net charge = -2
orbital gap = 3.50 eV

Each line ends with the Mulliken charge.
Positions of all 80 atoms, in Å:
Al 0.0634 0.6550 0.2281  1.857
C 3.6519 -1.3259 -3.0318  0.598
F 4.8017 -1.3334 -3.7223  -0.265
F 2.6873 -1.7028 -3.8677  -0.251
F 3.7624 -2.1945 -2.0328  -0.160
S 3.3931 0.4122 -2.3612  1.168
O 4.5614 0.6466 -1.5335  -0.633
O 3.4354 1.2602 -3.5397  -0.686
O 2.1293 0.3728 -1.6404  -0.411
C 2.9723 1.9730 4.3238  0.644
F 3.3996 3.0497 4.9981  -0.243
F 3.6754 0.9263 4.7155  -0.217
F 1.6855 1.7563 4.6410  -0.245
S 3.0664 2.3272 2.4506  1.080
O 2.7385 3.7286 2.2808  -0.715
O 4.4166 1.9974 2.0450  -0.630
O 1.9952 1.4541 1.9236  -0.627
C -1.5978 2.9475 -3.9551  0.500
F -1.7662 4.0378 -3.1885  -0.224
F -2.6105 2.1244 -3.6415  -0.225
F -1.6748 3.3028 -5.2355  -0.233
S 0.0340 2.0360 -3.6299  1.175
O -0.0950 0.8830 -4.4898  -0.765
O 1.0776 2.9685 -4.0136  -0.628
O -0.0127 1.7629 -2.1979  -0.801
C 3.7625 -3.3150 1.1059  0.499
F 2.6163 -3.9107 0.7964  -0.178
F 4.2451 -3.8660 2.2274  -0.246
F 4.6736 -3.5152 0.1585  -0.247
S 3.4877 -1.4507 1.3820  1.187
O 2.1528 -1.2103 0.7900  -0.649
O 3.5725 -1.3168 2.8154  -0.658
O 4.5072 -0.7372 0.6415  -0.551
C -4.9178 -0.0911 -0.8091  0.508
F -5.0623 -0.4762 -2.0709  -0.226
F -5.0226 1.2513 -0.7921  -0.245
F -5.9072 -0.5897 -0.0748  -0.233
S -3.2237 -0.5807 -0.1398  0.881
O -2.2719 -0.0264 -1.1160  -0.600
O -3.0904 0.0675 1.1518  -0.621
O -3.2152 -2.0264 -0.1230  -0.643
C -0.2369 -2.2678 4.3494  -0.710
C -1.0025 -3.2109 3.4319  -0.725
C -1.3919 -2.2690 2.3198  0.260
O -0.2591 -1.3742 2.1970  0.156
C 0.6197 -1.5448 3.3119  0.104
H 0.2605 -2.8061 5.1579  0.410
H -0.8752 -1.5309 4.8456  0.308
H -1.8248 -3.7510 3.9159  0.418
H -0.4000 -4.0760 3.1357  0.294
H -2.2797 -1.6902 2.5627  0.266
H -1.4485 -2.7900 1.3673  -0.446
H 0.9733 -0.6181 3.7626  -0.367
H 1.4911 -2.1405 3.0529  0.102
C -2.2134 5.2679 -0.3758  -0.438
C -3.3251 4.4344 0.2670  -0.717
C -2.7604 3.0166 0.3756  0.240
O -1.4204 3.0643 -0.1325  0.329
C -0.9407 4.4058 -0.2636  -0.694
H -2.0378 6.1904 0.1766  0.399
H -2.4723 5.4362 -1.4182  0.156
H -4.2412 4.3029 -0.3165  0.288
H -3.6698 4.8561 1.2119  0.323
H -3.2598 2.3039 -0.2590  -0.290
H -2.6518 2.8067 1.4428  0.214
H -0.3132 4.4895 -1.1494  0.180
H -0.3114 4.5964 0.6111  0.501
C -0.7491 -3.7417 -1.3800  -0.659
C -1.2749 -3.1238 -2.6890  -0.482
C -0.4605 -1.8354 -2.7446  -0.314
O 0.1075 -1.6176 -1.4542  0.651
C 0.4439 -2.9085 -0.9620  0.349
H -0.5560 -4.8194 -1.4648  0.403
H -1.4670 -3.7347 -0.5590  0.116
H -2.3291 -2.9340 -2.4867  0.208
H -1.1007 -3.7343 -3.5711  0.289
H -1.0035 -0.9281 -3.0019  -0.006
H 0.3086 -1.8929 -3.5221  0.237
H 0.5548 -2.8608 0.1203  -0.464
H 1.4204 -3.2424 -1.3338  0.068